C7H4N2O4Ti as an isolated structure. Source: the OMol25 dataset; level of theory: wB97M-V/def2-TZVPD.

Results
HOMO-LUMO gap (alpha / beta) = 5.50 / 5.55 eV
multiplicity = 2
HOMO level (alpha / beta) = -22.365 / -22.215 eV
charge = +3
relative energy (zero: lowest compared OMol25 entry of this formula, charge and spin) = 24.4 kcal per mole
<S²> = 0.7737

Structure (XYZ):
```
18
C7H4N2O4Ti | the OMol25 dataset | wB97M-V/def2-TZVPD
Ti 0.001 0.145 0.020
O 0.030 3.717 -1.980
C 0.019 2.738 -1.448
C 1.587 -0.829 0.446
O 2.604 -1.354 0.735
C -1.605 -0.799 0.433
O -2.635 -1.306 0.714
C -0.001 -0.884 -1.638
O -0.001 -1.454 -2.660
N -0.028 0.266 3.028
C -0.017 1.170 4.021
C 0.020 2.449 3.461
C 0.032 2.287 2.067
N 0.001 0.944 1.822
H -0.053 -0.729 3.081
H -0.034 0.920 5.038
H 0.038 3.383 3.975
H 0.058 3.019 1.317
```



One molecule with the formula C5H10N2O3. Source: the OMol25 dataset; level of theory: wB97M-V/def2-TZVPD.

Results
HOMO-LUMO gap = 10.23 eV
SMILES = CCOC(=O)CN(C)N=O
HOMO level = -9.630 eV
charge = 0
relative energy (zero: lowest compared OMol25 entry of this formula, charge and spin) = 109.0 kcal per mole

Structure (XYZ):
```
20
C5H10N2O3 | the OMol25 dataset | wB97M-V/def2-TZVPD
C 1.398 1.932 -0.882
C -0.002 1.570 -1.546
C -1.432 -0.162 -0.700
C -1.650 -1.026 0.554
C 0.599 -0.992 1.728
H 1.785 2.889 -1.381
H 2.284 1.230 -1.047
H 1.423 2.119 0.248
H -0.632 2.474 -1.592
H 0.007 1.227 -2.594
H -2.052 -0.394 1.367
H -2.287 -1.890 0.374
H 0.920 -1.626 2.544
H 1.367 -0.507 1.231
H 0.015 -0.193 2.297
N -0.358 -1.653 0.929
N -0.006 -2.708 0.138
O -0.401 0.678 -0.396
O -2.150 0.075 -1.636
O 1.171 -3.041 0.365
```



A 2-piece molecular cluster, C2H4FNO6S overall. Source: the OMol25 dataset; level of theory: wB97M-V/def2-TZVPD.

Results
HOMO-LUMO gap = 9.99 eV
SMILES = C=C[N+](=O)[O-].O=S(=O)(O)OF
HOMO level = -11.028 eV
charge = 0
relative energy (zero: lowest compared OMol25 entry of this formula, charge and spin) = 36.5 kcal per mole

Structure (XYZ):
```
15
C2H4FNO6S | the OMol25 dataset | wB97M-V/def2-TZVPD
C -0.775 0.340 -1.411
C -0.164 1.008 -0.424
N 1.192 0.599 -0.207
O 1.789 1.237 0.685
O 1.707 -0.146 -1.051
O 1.530 0.933 3.530
O -0.199 2.612 2.406
O -0.079 0.256 1.920
O -0.836 1.103 4.236
F -1.121 -0.249 4.501
S 0.110 1.249 2.887
H 1.989 0.789 2.728
H -1.781 0.641 -1.782
H -0.300 -0.609 -1.853
H -0.548 1.852 0.038
```



A 2-piece molecular cluster, C6H10NO2 overall. Source: the OMol25 dataset; level of theory: wB97M-V/def2-TZVPD.

Results
HOMO-LUMO gap (alpha / beta) = 5.54 / 5.97 eV
multiplicity = 3
HOMO level (alpha / beta) = -10.004 / -13.104 eV
charge = +1
relative energy (zero: lowest compared OMol25 entry of this formula, charge and spin) = 92.5 kcal per mole
<S²> = 2.0209

Structure (XYZ):
```
19
C6H10NO2 | the OMol25 dataset | wB97M-V/def2-TZVPD
C -0.056 -2.034 0.154
C -1.097 -1.223 -0.039
C 1.349 -1.732 -0.232
C -1.238 0.167 -0.546
C 1.982 -0.685 0.250
C 2.649 1.574 -0.336
N -2.801 0.860 0.701
O -0.391 1.025 -0.310
O 2.523 0.363 0.525
H -0.110 -2.976 0.622
H -2.095 -1.673 0.070
H 2.058 -2.583 -0.689
H -1.753 0.143 -1.459
H 3.755 1.685 -0.649
H 2.361 2.410 0.280
H 1.901 1.367 -1.176
H -2.620 1.817 0.670
H -2.686 0.623 1.730
H -3.732 0.874 0.434
```



C9H21Cl2GdO5P2 as an isolated structure. Source: the OMol25 dataset; level of theory: wB97M-V/def2-TZVPD.

Results
HOMO-LUMO gap (alpha / beta) = 8.62 / 5.34 eV
multiplicity = 8
HOMO level (alpha / beta) = -16.119 / -16.116 eV
charge = +2
<S²> = 16.0872

Structure (XYZ):
```
40
C9H21Cl2GdO5P2 | the OMol25 dataset | wB97M-V/def2-TZVPD
C -0.592 -2.784 -3.370
C -0.699 -1.566 -2.521
H -1.459 -3.241 -3.884
H -0.146 -3.577 -2.745
H 0.148 -2.468 -4.119
O -1.674 -1.036 -1.987
Cl 2.225 -2.857 0.095
Gd 0.741 -0.908 -0.545
P 0.000 2.225 -1.604
C -1.428 3.348 -1.661
C 1.297 3.513 -1.353
H 1.100 1.296 -3.570
H 0.235 2.834 -3.950
H -0.673 1.286 -3.746
C 0.185 1.880 -3.402
H 2.263 3.015 -1.205
H 1.348 4.195 -2.216
H -1.332 4.060 -2.493
H -1.489 3.904 -0.715
H 1.064 4.081 -0.442
H -2.351 2.772 -1.785
C -1.615 1.054 0.445
O -2.623 1.504 0.749
Cl 2.694 0.647 -0.509
C -0.543 -0.864 4.942
O -0.505 -1.584 3.647
P -0.741 -0.724 2.245
O 0.801 -0.140 1.916
C 2.058 -0.320 2.682
O -0.679 -1.953 1.052
C -0.756 -3.366 1.391
H -1.508 -0.337 5.084
H 0.276 -0.121 5.046
H -0.418 -1.646 5.707
H 2.623 0.600 2.491
H 1.861 -0.453 3.753
H 2.595 -1.159 2.237
H -0.183 -3.862 0.605
H -0.289 -3.580 2.366
H -1.809 -3.667 1.370
```



A 6-piece molecular cluster, H11O5S overall. Source: the OMol25 dataset; level of theory: wB97M-V/def2-TZVPD.

Results
HOMO-LUMO gap = 6.79 eV
HOMO level = -3.946 eV
charge = -1
relative energy (zero: lowest compared OMol25 entry of this formula, charge and spin) = 28.0 kcal per mole

Structure (XYZ):
```
17
H11O5S | the OMol25 dataset | wB97M-V/def2-TZVPD
S 0.043 1.941 -0.614
H -0.692 2.385 -1.637
H 1.801 2.999 0.493
H 2.835 2.963 1.594
O 2.599 3.477 0.815
H -1.467 -2.430 -3.652
H -2.098 -1.448 -2.687
O -2.326 -2.077 -3.403
H 1.020 -0.853 0.129
H 0.616 0.086 1.210
O 1.213 -0.656 1.051
H -1.337 0.269 -1.245
H -2.530 -0.076 -0.457
O -2.236 -0.130 -1.373
H 1.352 -3.436 4.185
H 0.756 -4.874 4.026
O 0.572 -3.939 3.948
```



Question: Among the records above, which one has the highest charge?
Answer: C7H4N2O4Ti



Question: Number 6 is which compound?
Answer: H11O5S



Question: What is the charge in the fifth record?
Answer: +2